{"formula": "C4H37NO16", "method": "ωB97M-V/def2-TZVPD", "lumo_energy_ev": -0.1, "mol_weight_da": 355.33, "max_force_ev_per_a": 2.03, "de_lowest_ev": 4.558, "e_tot_ha": -1433.17187, "homo_lumo_gap_ev": 9.929, "species": ["O", "C", "N", "C", "O", "C", "C", "H", "H", "H", "H", "H", "H", "H", "H", "H", "H", "H", "O", "H", "H", "O", "H", "H", "O", "H", "H", "O", "H", "H", "O", "H", "H", "O", "H", "H", "O", "H", "H", "O", "H", "H", "O", "H", "H", "O", "H", "H", "O", "H", "H", "O", "H", "H", "O", "H", "H", "O"], "coordinates": [[-1.54502, -0.47325, -0.73083], [-0.46302, 0.13785, -0.55988], [-0.35565, 1.39034, -1.01978], [0.85325, 2.21049, -1.17637], [0.55843, 2.91807, -2.36403], [0.57037, -0.34898, 0.40452], [0.86397, -1.82143, 0.39402], [-1.17692, 1.95544, -1.14647], [1.06887, 2.87765, -0.34559], [1.80333, 1.70479, -1.30473], [0.82308, 2.48742, -3.17860], [1.43264, 0.29046, 0.31950], [0.09335, -0.20526, 1.37451], [1.56425, -2.19760, 1.12858], [-0.10547, -2.29028, 0.50786], [1.22095, -2.27706, -0.53247], [-1.79572, -3.49270, -0.06090], [-1.60039, -4.93052, -0.09341], [-2.04489, -4.27250, 0.45690], [0.31962, 4.19662, 1.19556], [1.79371, 4.39610, 1.72698], [0.86957, 4.32807, 1.97328], [1.06625, -2.53158, -2.61278], [1.71635, -3.58343, -3.55827], [1.88221, -3.06524, -2.76692], [-3.04889, -0.59781, -2.53853], [-4.10520, -1.77023, -2.76107], [-3.65813, -1.01605, -3.14647], [-2.03121, 2.77380, 1.21260], [-2.80819, 3.55786, 0.07662], [-1.94707, 3.31709, 0.42198], [3.65273, 0.17580, -0.07004], [5.02355, 0.35625, 0.41342], [4.11681, 0.42483, 0.73622], [-0.24214, -2.45865, 2.82711], [-0.55144, -4.04117, 2.48946], [0.06808, -3.35649, 2.72972], [-1.22039, -1.58293, -2.23659], [-0.39060, -1.40919, -3.39409], [-0.57745, -2.11613, -2.75373], [-1.50350, -0.06808, 4.03675], [-0.07035, -0.24588, 3.56075], [-0.63300, -0.35827, 4.33604], [0.00116, 2.65044, 3.77839], [0.06197, 1.43820, 4.63935], [-0.35320, 2.31293, 4.61085], [2.64549, 1.53492, 2.06463], [2.40254, 0.17248, 2.58939], [1.93381, 0.99322, 2.39326], [2.30806, -1.11448, -2.48380], [3.08376, 0.08185, -2.74709], [2.43504, -0.22582, -2.09835], [-2.94804, -0.02722, 1.01768], [-3.59194, 0.94761, 2.10608], [-2.78802, 0.64668, 1.68507], [-1.97515, 0.73215, -3.18892], [-1.49293, 0.25121, -4.59004], [-1.20925, 0.61762, -3.74734]], "forces_ev_per_a": [[0.11, -0.08, -0.18], [-1.50, 0.40, 0.56], [1.84, -0.36, 0.78], [-0.28, -0.26, -1.31], [0.32, 1.70, 0.49], [0.45, -0.31, -0.62], [-0.28, -1.02, -1.38], [-0.36, -0.20, -0.19], [-0.76, 0.51, -0.05], [-0.46, -0.93, 0.09], [0.07, -0.61, 0.29], [0.13, -0.04, 0.24], [0.01, 0.72, -0.04], [-0.19, 0.34, 0.51], [0.05, -0.41, 0.47], [0.18, 0.64, -0.24], [-0.27, 0.35, 0.40], [-0.16, -0.43, 0.33], [0.44, 0.10, -0.73], [0.14, 0.09, -0.21], [-0.09, 0.01, -0.34], [-0.24, -0.12, 0.58], [-0.04, -0.96, -0.09], [-0.11, 0.04, -0.02], [0.25, 0.69, 0.16], [-0.16, -0.56, 0.88], [0.26, 0.06, 0.48], [-0.24, 0.37, -1.07], [-0.46, -0.22, -0.12], [-0.20, -0.10, 0.38], [0.70, 0.38, -0.32], [-0.65, -0.17, -0.11], [0.19, 0.11, 0.46], [0.46, -0.01, -0.52], [-1.01, -0.34, 0.00], [-0.88, 0.61, -0.16], [1.70, -0.51, 0.59], [0.40, -0.70, 0.51], [0.10, -0.26, -0.23], [-0.56, 1.06, -0.34], [0.06, 0.13, -0.01], [-0.02, 0.09, -0.02], [0.10, -0.62, -0.25], [0.01, 0.41, 0.05], [-0.37, 0.12, 0.39], [0.34, 0.09, -0.40], [0.39, 0.43, -0.20], [-0.04, -0.02, -0.02], [-0.15, -0.22, 0.87], [-0.15, -0.24, 0.59], [0.02, 0.49, 0.24], [0.57, -0.46, -0.89], [-0.26, 0.04, -0.10], [-0.42, -0.35, -0.15], [0.81, 0.37, 0.37], [-0.29, 0.13, -0.10], [-0.49, 0.08, 0.08], [0.95, -0.06, -0.36]], "mulliken_charge": [-0.76, -0.24, 0.63, -0.03, -0.64, 1.74, -1.31, 0.41, -0.13, 0.11, 0.32, 0.05, -0.46, 0.47, 0.15, 0.08, 0.27, 0.34, -0.63, 0.34, 0.28, -0.61, 0.31, 0.31, -0.68, 0.34, 0.31, -0.63, 0.30, 0.28, -0.61, 0.31, 0.28, -0.60, 0.31, 0.30, -0.64, 0.10, 0.46, -0.74, 0.38, 0.29, -0.73, 0.34, 0.34, -0.66, 0.18, 0.31, -0.49, 0.23, 0.29, -0.47, 0.24, 0.24, -0.49, 0.17, 0.35, -0.59]}

---

{"formula": "C6H13NO", "method": "ωB97M-V/def2-TZVPD", "lumo_energy_ev": 0.9, "mol_weight_da": 115.18, "max_force_ev_per_a": 1.53, "de_lowest_ev": 2.723, "smiles": "C=CCN/C=C/C.O", "e_tot_ha": -366.33384, "homo_lumo_gap_ev": 8.564, "species": ["C", "C", "C", "N", "C", "C", "C", "H", "H", "H", "H", "H", "H", "H", "H", "H", "H", "H", "H", "H", "O"], "coordinates": [[1.49874, -2.42351, -1.35410], [1.39441, -1.39534, -0.27665], [0.23549, -0.96362, 0.24227], [0.18464, -0.18840, 1.40822], [-1.06178, 0.17946, 2.00957], [-1.74111, 2.06715, 0.46875], [-1.56544, 1.59911, 1.69080], [1.50131, -3.43411, -0.95169], [0.65478, -2.37120, -2.05704], [2.32594, -2.33730, -2.05050], [2.27049, -0.83864, 0.04502], [-0.76317, -1.12988, -0.14831], [1.02037, 0.31358, 1.65045], [-1.15487, -0.02123, 3.07430], [-1.79639, -0.43737, 1.55100], [-1.34924, 1.54139, -0.39972], [-2.23812, 2.97597, 0.23709], [-1.94076, 2.07914, 2.59350], [0.43612, 2.18360, -2.89495], [0.89326, 1.00015, -2.07184], [1.19533, 1.60102, -2.76619]], "forces_ev_per_a": [[-0.67, -0.06, -0.95], [-0.49, 0.76, -0.60], [0.44, 0.53, 0.92], [0.06, -0.23, -0.36], [0.05, 1.28, -0.84], [0.61, -0.43, -0.17], [-0.29, -0.80, 0.92], [0.13, -0.12, 0.07], [-0.21, -0.05, 0.40], [0.56, 0.23, 0.35], [0.28, -0.60, 0.32], [0.13, -0.76, -0.08], [0.00, 0.03, 0.19], [0.51, 0.07, 0.19], [-0.69, -0.86, -0.27], [-0.07, -0.17, 0.14], [-0.26, 0.78, 0.11], [-0.10, 0.47, -0.40], [0.20, -0.01, -0.08], [0.21, -0.09, -0.02], [-0.39, 0.02, 0.17]], "mulliken_charge": [-1.13, -0.23, -0.22, -0.15, -0.69, -0.67, 0.03, 0.29, 0.30, 0.34, 0.27, 0.29, 0.23, 0.38, 0.26, 0.09, 0.29, 0.31, 0.32, 0.34, -0.65]}

---

{"formula": "H12O6", "method": "ωB97M-V/def2-TZVPD", "lumo_energy_ev": 0.1, "mol_weight_da": 108.09, "max_force_ev_per_a": 0.74, "de_lowest_ev": 1.087, "smiles": "O.O.O.O.O.O", "e_tot_ha": -458.63251, "homo_lumo_gap_ev": 10.775, "species": ["O", "H", "H", "O", "H", "H", "O", "H", "H", "O", "H", "H", "O", "H", "H", "O", "H", "H"], "coordinates": [[-0.53328, -8.99329, 0.13253], [-1.48980, -9.02893, 0.13795], [-0.28087, -9.18459, 1.03581], [0.12610, -9.39128, 2.85568], [0.83023, -9.74166, 3.40127], [0.16630, -8.44451, 2.99077], [-0.88689, -11.84663, 1.95596], [-0.79007, -10.92617, 2.20010], [-0.16824, -12.00977, 1.34508], [-1.04063, -6.06998, -1.44590], [-0.24140, -6.46074, -1.09269], [-1.53552, -6.81077, -1.79598], [-3.12348, -10.20504, -0.25617], [-3.08908, -11.07248, 0.14706], [-3.99595, -10.15644, -0.64689], [0.37357, -10.57365, -2.00646], [0.12643, -9.99758, -1.28306], [0.79089, -11.32423, -1.58373]], "forces_ev_per_a": [[0.35, 0.40, -0.26], [-0.60, -0.24, -0.23], [0.29, -0.10, 0.28], [-0.02, 0.13, 0.05], [0.22, -0.27, 0.13], [-0.12, 0.39, 0.07], [-0.30, -0.45, -0.03], [-0.01, 0.28, 0.17], [0.12, -0.07, -0.20], [-0.12, 0.38, -0.02], [0.17, -0.22, 0.12], [-0.07, -0.21, -0.09], [0.01, 0.25, 0.02], [0.25, -0.30, 0.21], [-0.20, 0.12, -0.13], [0.22, -0.34, -0.61], [-0.28, 0.42, 0.54], [0.09, -0.17, -0.02]], "mulliken_charge": [-0.69, 0.35, 0.33, -0.67, 0.28, 0.30, -0.62, 0.35, 0.31, -0.63, 0.32, 0.31, -0.60, 0.31, 0.28, -0.63, 0.43, 0.28]}

---

{"formula": "C24H73N5O10", "method": "ωB97M-V/def2-TZVPD", "lumo_energy_ev": 0.2, "mol_weight_da": 591.87, "max_force_ev_per_a": 3.28, "de_lowest_ev": 2.846, "smiles": "COC[C@H](C)N.COC[C@H](C)N.COC[C@H](C)N.COC[C@H](C)N.COC[C@H](C)N.CCO.CCO.O.O.O", "e_tot_ha": -1984.12366, "homo_lumo_gap_ev": 8.653, "species": ["O", "H", "H", "O", "H", "H", "O", "H", "H", "C", "C", "C", "O", "C", "N", "H", "H", "H", "H", "H", "H", "H", "H", "H", "H", "H", "C", "C", "C", "O", "C", "N", "H", "H", "H", "H", "H", "H", "H", "H", "H", "H", "H", "C", "C", "C", "O", "C", "N", "H", "H", "H", "H", "H", "H", "H", "H", "H", "H", "H", "C", "C", "C", "O", "C", "N", "H", "H", "H", "H", "H", "H", "H", "H", "H", "H", "H", "C", "C", "C", "O", "C", "N", "H", "H", "H", "H", "H", "H", "H", "H", "H", "H", "H", "C", "C", "O", "H", "H", "H", "H", "H", "H", "C", "C", "O", "H", "H", "H", "H", "H", "H"], "coordinates": [[1.94881, 2.58160, 2.10156], [1.99340, 3.42490, 1.65091], [1.23921, 2.11229, 1.66289], [0.21128, 0.79431, 0.01022], [-0.71980, 1.00886, 0.06761], [0.25490, 0.08424, -0.63019], [0.22001, -1.28339, -1.88929], [0.84159, -1.73764, -1.32050], [0.06845, -1.89126, -2.61300], [-3.46339, -1.19426, 1.39604], [-3.84197, -2.10252, 0.24127], [-2.88366, -3.25988, -0.19154], [-3.44947, -3.95482, -1.22230], [-2.66340, -4.97081, -1.73053], [-5.08729, -2.66360, 0.56226], [-3.47014, -1.70715, 2.35781], [-4.08195, -0.29688, 1.38204], [-2.43704, -0.89881, 1.17828], [-4.00315, -1.39666, -0.57352], [-2.70555, -4.01482, 0.57426], [-1.88648, -2.92161, -0.47314], [-2.93740, -5.83405, -1.12404], [-1.59997, -4.73494, -1.69071], [-3.09405, -5.10906, -2.72226], [-4.90397, -3.26814, 1.35031], [-5.21378, -3.34565, -0.17185], [-0.48373, 0.95055, -6.30292], [0.61289, 1.07262, -5.21095], [1.60550, 2.28671, -5.31117], [2.40982, 2.40861, -6.45957], [3.40331, 1.34582, -6.56344], [-0.07320, 1.10953, -3.95175], [-1.30918, 0.33607, -5.94354], [-0.34613, 0.68878, -7.35204], [-0.74237, 2.00892, -6.27049], [1.05500, 0.08216, -5.10306], [2.19433, 2.46553, -4.41150], [1.09491, 3.23587, -5.47398], [4.05747, 1.46566, -7.42704], [2.92804, 0.36510, -6.58369], [4.10053, 1.39331, -5.72694], [0.53638, 1.10548, -3.14646], [-0.74323, 0.38827, -3.72605], [1.73007, -4.12817, -0.60618], [1.50372, -3.38029, 0.76492], [2.45788, -3.75431, 1.83716], [2.47883, -2.97367, 2.97621], [3.70707, -3.07267, 3.72288], [1.50516, -2.01086, 0.43188], [2.45901, -3.51893, -1.14058], [0.85725, -4.09276, -1.25812], [2.16836, -5.12557, -0.64069], [0.50086, -3.56107, 1.15182], [3.43603, -3.92674, 1.38817], [2.24264, -4.78762, 2.10928], [4.07632, -4.09492, 3.80505], [3.74153, -2.73233, 4.75781], [4.46318, -2.63660, 3.07002], [1.58554, -1.53642, 1.31989], [2.35118, -1.78643, -0.07207], [-4.91384, 1.68352, -1.25408], [-3.70280, 2.63793, -1.34280], [-3.37248, 3.12853, 0.12954], [-3.22580, 2.09043, 1.13704], [-2.95845, 2.58003, 2.47986], [-2.57767, 1.84000, -1.92860], [-5.10230, 1.18710, -2.20600], [-5.83141, 2.15517, -0.90235], [-4.68509, 0.85741, -0.58079], [-3.89011, 3.56215, -1.88946], [-4.20368, 3.71666, 0.51852], [-2.48855, 3.76626, 0.12129], [-2.96179, 1.78888, 3.22963], [-3.80099, 3.22083, 2.73988], [-2.02838, 3.14823, 2.49455], [-2.78858, 1.45561, -2.83847], [-2.40658, 1.08061, -1.28506], [-0.54198, 1.14110, 4.65016], [0.37106, -0.02921, 4.34248], [0.49276, -0.87934, 5.65632], [1.06722, -0.11676, 6.71601], [1.50985, -0.94206, 7.79137], [-0.25314, -0.80236, 3.29400], [-0.11890, 1.87487, 5.33622], [-1.48633, 0.82144, 5.09077], [-0.74424, 1.74770, 3.76743], [1.31659, 0.44263, 4.07521], [1.19910, -1.63613, 5.31506], [-0.42108, -1.29941, 6.07649], [1.59821, -0.18771, 8.57319], [2.52303, -1.33318, 7.69866], [0.78238, -1.71258, 8.04669], [-0.55065, -0.32331, 2.45608], [0.27115, -1.66547, 3.27822], [3.42737, 0.64579, -1.20462], [4.46032, 0.05907, -2.07066], [4.64428, -1.16161, -1.47265], [3.72524, 0.72369, -0.15901], [2.45596, 0.15277, -1.24215], [3.21892, 1.71083, -1.30624], [5.40216, 0.59900, -1.97315], [4.01264, -0.00044, -3.06270], [4.62511, -1.91178, -2.07138], [0.88489, 5.11495, -1.23986], [0.49932, 4.84132, 0.20911], [1.67562, 4.94324, 0.99075], [1.93049, 4.88683, -1.44673], [0.64274, 6.08309, -1.67822], [0.48694, 4.26576, -1.79539], [0.15338, 3.81770, 0.35275], [-0.27008, 5.41015, 0.73117], [2.04789, 5.81068, 0.81593]], "forces_ev_per_a": [[0.10, -0.77, 0.53], [0.18, 0.51, -0.05], [-0.11, -0.41, -0.25], [0.18, 0.56, 0.59], [-0.34, 0.20, -0.01], [-0.09, -0.33, -0.28], [-0.39, 0.18, -0.89], [0.16, -0.24, 0.99], [-0.17, 0.03, -0.34], [1.44, -0.33, -0.58], [1.06, 0.48, 0.09], [0.88, 1.19, 1.26], [-1.35, 1.35, -1.34], [-1.20, -0.59, 0.00], [-1.70, -1.33, -0.15], [-0.11, 0.07, 0.05], [-0.03, -0.23, 0.21], [0.23, 0.40, 0.42], [0.28, -0.34, -0.66], [-0.06, 0.25, 1.10], [0.28, 0.51, -0.15], [0.75, -0.65, -0.08], [0.10, -0.13, -0.26], [0.75, -0.37, -0.26], [-0.31, -0.06, 0.66], [-0.92, -0.21, -0.33], [0.12, 1.73, 0.58], [0.48, -2.30, -0.32], [-0.94, 0.62, -0.73], [1.67, -2.10, -0.77], [-0.34, 0.71, 0.32], [-0.97, 1.82, 1.70], [0.04, 0.12, 0.18], [0.97, -0.11, 0.25], [-1.16, 0.02, -0.56], [1.55, 0.02, -1.07], [0.15, -0.65, 0.36], [-1.10, -0.20, 0.75], [-0.57, 0.29, -0.32], [-0.01, -0.01, -0.07], [-0.14, -0.03, 0.46], [0.31, 0.23, -0.07], [0.03, -0.16, -0.75], [0.41, 0.51, 0.45], [-1.23, -1.33, -1.16], [1.44, -2.64, -0.24], [-0.19, 1.00, 1.44], [0.67, -0.83, -1.45], [0.44, 1.46, 0.06], [0.30, 0.10, -0.04], [-0.28, -0.18, 0.36], [-0.35, -0.15, 0.57], [-0.27, -0.43, -0.08], [0.71, 0.84, -0.08], [-0.44, -0.42, 0.30], [-0.52, -0.58, -0.09], [-0.83, 0.73, -0.42], [0.29, 0.65, 0.47], [-0.29, 0.91, 0.02], [0.62, 0.20, 0.07], [-0.15, 0.26, -0.16], [0.21, -1.95, 1.69], [-0.12, -0.41, 0.41], [0.71, -0.46, -0.39], [-0.93, 0.42, -1.38], [0.01, 1.50, 0.97], [-0.11, 0.32, -0.23], [-0.06, 0.07, -0.02], [0.12, 0.19, 0.25], [0.03, -0.20, -0.27], [-0.26, 0.43, -0.47], [0.26, 0.00, -0.07], [0.23, -0.33, -0.60], [0.04, 0.42, 0.18], [0.08, 0.00, 0.14], [-0.18, 0.12, -0.01], [0.00, -0.29, -0.10], [-0.23, 1.05, 0.17], [-1.80, 1.58, 1.44], [1.28, 0.66, -1.02], [0.32, -0.65, -0.63], [-0.13, 1.72, 0.18], [0.27, -0.87, 1.54], [0.32, -0.28, 0.23], [-0.13, -0.18, -0.15], [-0.04, -0.26, -0.24], [0.56, -0.51, 0.09], [0.04, -0.81, 0.54], [-0.37, -0.18, -0.76], [-0.17, -0.43, 0.57], [-0.02, -0.39, -0.63], [0.03, -0.09, 0.04], [0.65, -0.28, -0.05], [-0.29, -0.18, -1.30], [-1.33, 2.47, 1.62], [-0.66, 0.97, 0.07], [0.63, -3.16, 0.63], [0.26, -0.82, 0.20], [0.20, -0.19, -0.19], [-0.07, 0.24, -0.94], [-0.03, 0.33, -0.73], [0.71, -0.04, -0.45], [0.19, 0.20, -0.23], [-0.61, -1.11, -0.58], [0.53, -0.25, 0.33], [0.42, 0.55, 0.58], [0.36, 0.46, 0.72], [-0.23, -0.16, 0.13], [-0.82, 0.48, -0.61], [0.20, -0.20, -0.34], [-0.25, 0.67, -0.75], [0.23, 0.00, 0.15]], "mulliken_charge": [-0.69, 0.45, 0.05, 1.10, -0.13, -0.33, -0.55, -0.16, 0.33, -0.80, 0.71, -0.24, -0.41, -0.47, -0.74, 0.51, 0.10, -0.12, -0.05, 0.34, -0.11, 0.33, 0.01, 0.26, 0.33, 0.36, -1.57, 0.76, -0.75, -0.41, -0.62, -0.35, 0.38, 0.30, 0.36, 0.34, 0.45, 0.31, 0.29, 0.28, 0.20, -0.11, 0.14, -1.41, 0.84, -1.31, -0.15, -0.91, 0.02, 0.24, 0.01, 0.42, 0.32, 0.55, 0.38, 0.36, 0.21, 0.36, 0.00, 0.06, -1.22, 0.14, -0.69, -0.02, -0.85, -0.26, 0.39, 0.39, 0.11, 0.34, 0.56, 0.12, 0.13, 0.44, 0.29, 0.24, -0.11, -1.32, 0.95, -0.73, -0.33, -0.77, -0.32, 0.44, 0.38, -0.09, 0.06, 0.29, 0.41, 0.28, 0.25, 0.33, 0.07, 0.05, -0.71, -0.21, -0.52, 0.41, -0.12, 0.39, 0.27, 0.24, 0.29, -1.29, 0.74, -0.63, 0.41, 0.38, 0.26, -0.54, 0.29, 0.31]}